[1]
8 unconnected molecules or ions with the total composition C20H43Cl8N5O5 in a non-equilibrium geometry, computed with ωB97M-V/def2-TZVPD.

## Properties
- gap between HOMO and LUMO (eV) = 9.069
- LUMO (eV) = 0.2
- charge = 0

Positions of all 81 atoms, in Å:
Cl1 6.81 -0.93 2.91
C1 5.30 0.04 3.06
Cl2 4.56 0.22 1.49
Cl3 4.20 -0.91 4.12
Cl4 5.67 1.59 3.80
C2 -5.77 1.13 -2.75
N1 -4.71 0.34 -2.15
C3 -4.18 -0.74 -2.97
C4 -4.46 0.35 -0.83
O1 -3.54 -0.27 -0.33
H1 -6.64 0.49 -2.94
H2 -5.45 1.48 -3.74
H3 -6.07 1.96 -2.13
H4 -3.98 -0.33 -3.96
H5 -3.37 -1.29 -2.51
H6 -4.99 -1.47 -3.12
H7 -5.14 1.01 -0.27
C5 4.36 0.17 -3.85
N2 4.09 0.77 -2.57
C6 2.86 0.36 -1.94
C7 4.78 1.87 -2.18
O2 5.76 2.29 -2.75
H8 4.19 -0.91 -3.82
H9 5.30 0.40 -4.32
H10 3.56 0.40 -4.57
H11 2.75 0.88 -1.00
H12 1.98 0.56 -2.57
H13 2.86 -0.72 -1.74
H14 4.28 2.33 -1.30
C8 3.39 4.93 3.27
N3 2.77 3.91 2.46
C9 1.88 3.01 3.17
C10 3.16 3.69 1.19
O3 2.71 2.80 0.49
H15 4.23 4.52 3.86
H16 2.69 5.41 3.96
H17 3.82 5.75 2.70
H18 1.36 3.54 3.97
H19 1.18 2.53 2.51
H20 2.47 2.25 3.69
H21 3.91 4.42 0.86
C11 -3.67 -2.94 1.45
N4 -2.80 -3.91 0.79
C12 -2.07 -3.39 -0.35
C13 -2.69 -5.19 1.20
O4 -1.91 -6.00 0.71
H22 -4.18 -2.27 0.77
H23 -3.10 -2.38 2.19
H24 -4.49 -3.50 1.92
H25 -1.40 -2.61 0.03
H26 -1.35 -4.07 -0.81
H27 -2.73 -2.98 -1.11
H28 -3.41 -5.41 2.01
C14 -0.21 0.66 -0.02
N5 -0.16 0.05 1.32
C15 1.15 -0.36 1.71
C16 -1.27 -0.35 1.98
O5 -1.24 -1.07 2.97
H29 -1.22 0.75 -0.41
H30 0.28 0.00 -0.74
H31 0.32 1.60 0.06
H32 1.78 0.44 2.12
H33 1.26 -1.17 2.42
H34 1.79 -0.62 0.86
H35 -2.21 0.03 1.57
Cl5 -3.38 3.06 -6.35
C17 -2.11 2.11 -5.54
C18 -2.14 2.52 -4.09
Cl6 -1.00 1.60 -3.05
H36 -1.15 2.32 -6.00
H37 -2.31 1.05 -5.69
H38 -3.07 2.38 -3.56
H39 -1.90 3.58 -4.00
Cl7 1.53 -4.18 1.82
C19 0.98 -3.78 3.48
C20 -0.48 -4.11 3.63
Cl8 -1.04 -3.89 5.29
H40 1.29 -2.80 3.80
H41 1.53 -4.49 4.10
H42 -0.72 -5.11 3.28
H43 -1.05 -3.43 3.00

=====

[2]
A molecular structure, C20H43N2P3PtSe in a non-equilibrium geometry, computed with ωB97M-V/def2-TZVPD.

## Properties
- gap between HOMO and LUMO (spin up / spin down) (eV) = 8.842 / 4.470
- LUMO (spin up / spin down) (eV) = -10.5 / -15.5
- spin multiplicity = 5
- charge = +4

Positions of all 70 atoms, in Å:
Pt1 -0.26 -0.93 -0.36
P1 0.14 1.71 1.44
P2 -2.41 -0.29 -0.10
P3 1.99 -0.89 -0.12
H1 -1.68 -3.07 -4.03
C1 -1.10 -3.69 -3.36
C2 -0.69 -3.40 -2.13
H2 -0.92 -2.47 -1.54
C3 0.32 3.15 0.22
C4 -1.15 2.45 2.55
C5 1.63 2.05 2.47
C6 -3.37 -1.29 -1.28
C7 -3.06 -0.66 1.59
C8 -2.86 1.44 -0.48
C9 2.61 -2.19 -1.22
C10 2.67 -1.22 1.55
C11 2.78 0.65 -0.72
H3 -0.88 -4.66 -3.78
H4 -0.06 -4.11 -1.57
H5 0.50 4.14 0.68
H6 -0.57 3.23 -0.42
H7 1.13 2.94 -0.49
H8 -0.83 3.24 3.23
H9 -1.55 1.61 3.14
H10 -2.02 2.86 2.03
H11 1.66 2.99 3.03
H12 2.54 2.00 1.88
H13 1.73 1.22 3.17
H14 -4.44 -1.04 -1.35
H15 -3.22 -2.33 -0.98
H16 -2.91 -1.17 -2.27
H17 -3.60 0.19 2.05
H18 -2.20 -0.93 2.21
H19 -3.77 -1.50 1.52
H20 -3.96 1.56 -0.55
H21 -2.41 1.76 -1.43
H22 -2.49 2.10 0.31
H23 3.71 -2.29 -1.19
H24 2.30 -1.97 -2.25
H25 2.14 -3.11 -0.88
H26 3.54 -1.88 1.43
H27 1.88 -1.71 2.13
H28 2.99 -0.32 2.08
H29 3.82 0.45 -1.00
H30 2.79 1.41 0.07
H31 2.25 1.06 -1.59
C12 0.13 1.70 -4.48
C13 -0.08 0.31 -4.31
C14 0.47 -0.62 -5.21
C15 1.20 -0.15 -6.31
C16 1.45 1.21 -6.48
C17 0.90 2.13 -5.59
Se1 -0.80 2.99 -3.45
H32 0.35 3.59 -2.74
H33 -0.68 -0.05 -3.46
H34 0.30 -1.69 -5.07
H35 1.59 -0.85 -7.08
H36 2.06 1.55 -7.32
H37 1.03 3.21 -5.75
C18 1.03 -1.59 6.05
N1 -0.12 -0.90 5.48
C19 -1.17 -0.44 6.36
C20 -0.11 -0.66 4.19
N2 -0.01 -0.52 3.02
H38 0.81 -1.84 7.09
H39 1.94 -0.97 6.04
H40 1.26 -2.52 5.51
H41 -1.22 0.65 6.38
H42 -2.14 -0.82 6.06
H43 -0.93 -0.79 7.36

=====

[3]
A gas-phase ion, C20H44BrN3O3PS (charge +1) in a non-equilibrium geometry, computed with ωB97M-V/def2-TZVPD.

## Properties
- gap between HOMO and LUMO (eV) = 8.830
- LUMO (eV) = -2.5
- charge = +1

Positions of all 73 atoms, in Å:
C1 5.54 0.00 1.86
C2 4.92 -1.39 2.24
C3 3.53 -1.69 1.58
C4 2.48 -0.52 1.77
C5 2.05 -0.62 3.27
C6 1.32 -0.59 0.72
N1 1.92 -0.21 -0.59
C7 1.05 -0.34 -1.81
P1 1.57 -1.82 -2.89
C8 2.18 -3.22 -1.80
O1 2.96 -1.21 -3.67
C9 -0.50 -0.28 -1.56
C10 -1.17 0.18 -2.89
N2 -0.94 1.59 -3.32
C11 -1.04 -1.74 -1.24
C12 -1.69 -2.54 -2.41
C13 -3.26 -2.41 -2.50
Br1 -1.41 -4.48 -1.92
C14 -0.77 0.67 -0.31
S1 0.01 2.36 -0.58
O2 -2.17 0.69 -0.20
C15 -2.77 1.81 0.43
C16 -3.36 2.88 -0.57
O3 -4.54 3.41 0.06
C17 -4.18 4.30 1.12
C18 -4.85 3.89 2.47
C19 -0.02 0.16 1.05
C20 -0.93 -0.82 1.88
N3 0.12 1.36 1.89
H1 5.20 0.73 2.63
H2 5.30 0.36 0.84
H3 6.64 -0.08 2.03
H4 5.62 -2.17 1.86
H5 4.83 -1.56 3.32
H6 3.61 -2.05 0.53
H7 3.10 -2.55 2.15
H8 2.96 0.48 1.65
H9 1.40 -1.52 3.37
H10 2.92 -0.83 3.94
H11 1.56 0.28 3.68
H12 1.07 -1.67 0.66
H13 2.78 -0.73 -0.79
H14 2.24 0.77 -0.49
H15 1.29 0.54 -2.45
H16 1.79 -3.18 -0.77
H17 1.93 -4.17 -2.31
H18 3.30 -3.16 -1.78
H19 3.69 -1.84 -3.58
H20 -0.70 -0.44 -3.70
H21 -2.27 0.04 -2.86
H22 -0.09 1.60 -3.87
H23 -1.66 1.77 -4.01
H24 -0.24 -2.40 -0.84
H25 -1.81 -1.73 -0.43
H26 -1.19 -2.46 -3.39
H27 -3.65 -1.99 -1.55
H28 -3.50 -1.71 -3.33
H29 -3.72 -3.39 -2.70
H30 -0.77 3.03 -1.48
H31 -2.19 2.31 1.22
H32 -3.69 1.42 0.95
H33 -2.69 3.75 -0.72
H34 -3.67 2.40 -1.52
H35 -3.08 4.37 1.28
H36 -4.52 5.33 0.88
H37 -5.93 3.68 2.34
H38 -4.31 3.00 2.87
H39 -4.76 4.71 3.21
H40 -0.62 -0.87 2.95
H41 -2.00 -0.54 1.88
H42 -0.87 -1.87 1.50
H43 1.07 1.68 2.01
H44 -0.34 1.25 2.79